[1]
# C5H8N

A gas-phase ion, C5H8N (charge +1) at a distorted geometry (wB97M-V/def2-TZVPD, the Open Molecules 2025 dataset).

The geometry in ORCA input format:
```
! RIJCOSX wB97M-V def2-TZVPD def2/J DEFGRID3
* xyz 1 1
C 0.978 -0.198 -2.117
C 0.200 0.490 -0.904
C 0.813 0.369 0.418
N -0.289 0.272 1.119
C -0.449 0.304 2.520
C -0.720 -0.271 -0.056
H 1.314 -1.167 -1.914
H 1.953 0.259 -2.432
H 0.222 -0.178 -2.895
H -0.056 1.468 -1.075
H 0.547 0.082 2.788
H -1.274 -0.379 2.727
H -0.721 1.330 2.647
H -1.033 -1.307 -0.144
*
```

Results
E_LUMO = -5.614 eV
Energy relative to the best compared isomer or geometry (same formula, charge and spin) = 525.0 kJ/mol
HOMO level = -0.554 Eh
Orbital gap = 0.3474 Eh

=====

[2]
# C5H14IN5

2 unconnected molecules or ions with the total composition C5H14IN5 at a distorted geometry (wB97M-V/def2-TZVPD, the Open Molecules 2025 dataset).

The geometry in ORCA input format:
```
! RIJCOSX wB97M-V def2-TZVPD def2/J DEFGRID3
* xyz 2 1
C 0.542 -2.577 0.328
C -0.140 -0.771 -1.239
C -0.412 3.185 0.006
C -0.753 1.734 0.278
C -2.247 1.511 0.463
N -0.005 -3.442 1.158
N 1.811 -2.679 -0.029
N -2.553 0.159 0.577
N 0.607 -1.029 -2.259
N -0.232 -1.532 -0.127
I -4.376 -0.560 0.457
H -0.644 3.808 0.871
H 0.652 3.295 -0.182
H -0.964 3.574 -0.845
H -0.201 1.367 1.146
H -0.445 1.079 -0.578
H -2.531 2.024 1.402
H -2.843 2.046 -0.293
H 0.532 -4.194 1.572
H -0.990 -3.418 1.376
H 2.391 -3.426 0.335
H 2.303 -1.931 -0.496
H 0.566 -0.399 -3.053
H 1.160 -1.874 -2.417
H -1.041 -1.256 0.444
*
```

Results
E_LUMO (alpha / beta) = -10.178 / -10.604 eV
Energy relative to the best compared isomer or geometry (same formula, charge and spin) = 316.6 kJ/mol
HOMO level (alpha / beta) = -0.583 / -0.567 Eh
Orbital gap (alpha / beta) = 0.2093 / 0.1778 Eh

=====

[3]
# C32H46As2N5Ni

A molecular structure, C32H46As2N5Ni (wB97M-V/def2-TZVPD, the Open Molecules 2025 dataset).

The geometry in ORCA input format:
```
! RIJCOSX wB97M-V def2-TZVPD def2/J DEFGRID3
* xyz 1 3
Ni -0.381 0.294 0.405
C -1.003 -0.639 3.325
N 0.037 0.082 2.588
C 0.224 1.424 3.165
C 1.317 -0.616 2.585
C 1.746 -1.409 3.632
C 2.991 -2.028 3.578
C 3.798 -1.829 2.466
C 3.379 -1.034 1.413
C 2.126 -0.409 1.449
N 1.549 0.307 0.443
C 2.206 0.835 -0.636
C 3.483 1.407 -0.607
C 4.023 1.981 -1.745
C 3.309 2.007 -2.936
C 2.038 1.449 -2.978
C 1.485 0.883 -1.842
N 0.182 0.224 -1.843
C 0.375 -1.172 -2.265
C -0.789 0.858 -2.740
H -0.851 -0.584 4.408
H -1.016 -1.680 3.019
H -1.973 -0.196 3.102
H 0.535 1.353 4.212
H -0.712 1.981 3.109
H 0.989 1.951 2.596
H 1.117 -1.555 4.500
H 3.325 -2.648 4.397
H 4.768 -2.306 2.414
H 4.010 -0.908 0.543
H 4.038 1.410 0.322
H 5.010 2.421 -1.700
H 3.736 2.453 -3.823
H 1.483 1.462 -3.907
H 0.763 -1.209 -3.290
H -0.575 -1.703 -2.227
H 1.089 -1.655 -1.599
H -0.540 0.699 -3.795
H -0.835 1.927 -2.549
H -1.775 0.425 -2.561
C -4.131 -0.150 0.084
As -2.681 1.082 0.465
C -3.414 1.930 2.061
C -2.945 2.541 -0.786
C -4.081 2.647 -1.580
C -4.228 3.725 -2.440
C -3.245 4.703 -2.500
C -2.106 4.588 -1.717
C -1.940 3.505 -0.861
As -0.271 3.169 0.114
C -0.415 4.552 1.496
C 1.020 4.064 -1.040
H -5.093 0.358 0.106
H -4.117 -0.921 0.855
H -3.982 -0.627 -0.884
H -4.338 2.434 1.781
H -2.716 2.663 2.458
H -3.624 1.186 2.827
H -4.860 1.896 -1.537
H -5.111 3.802 -3.060
H -3.360 5.548 -3.165
H -1.334 5.344 -1.792
H -0.604 5.517 1.029
H 0.517 4.598 2.059
H -1.229 4.324 2.181
H 0.873 5.143 -1.036
H 0.941 3.678 -2.054
H 2.018 3.834 -0.668
N -0.771 -1.721 0.456
C -0.470 -2.829 0.308
N -0.120 -4.063 0.128
C -0.884 -4.954 -0.763
C -0.035 -6.182 -1.068
C 1.395 -5.766 -1.396
C 2.082 -5.099 -0.188
C 1.061 -4.597 0.829
H -1.094 -4.409 -1.687
H -1.834 -5.224 -0.296
H -0.491 -6.711 -1.905
H -0.047 -6.870 -0.220
H 1.370 -5.068 -2.238
H 1.970 -6.629 -1.728
H 2.701 -4.266 -0.523
H 2.746 -5.801 0.318
H 1.470 -3.802 1.454
H 0.726 -5.399 1.491
*
```

Results
Expectation value of S² = 2.01
E_LUMO (alpha / beta) = -1.724 / -1.821 eV
HOMO level (alpha / beta) = -0.333 / -0.331 Eh
Orbital gap (alpha / beta) = 0.2699 / 0.2637 Eh

=====

So what do the calculations give for E? Going down the list: -6792.6473, -20942.9666, -204096.6094 eV.